Entry 1:
{"formula": "C4H7NO2", "method": "wB97M-V/def2-TZVPD", "species": ["C", "H", "C", "H", "O", "C", "H", "H", "H", "O", "C", "N", "H", "H"], "coordinates": [[-1.695, -0.808, -0.317], [0.245, 1.672, 0.997], [1.989, 0.240, -0.035], [2.127, 0.377, 1.049], [-1.767, 1.536, 1.187], [-0.696, 1.138, 0.792], [-1.532, -1.851, -0.035], [2.715, -0.430, -0.474], [-1.870, -0.766, -1.396], [0.769, -1.454, -1.109], [0.708, -0.469, -0.408], [-0.528, -0.013, 0.044], [-2.548, -0.394, 0.217], [2.084, 1.223, -0.511]], "forces_ev_per_a": [[-0.2, -0.1, 0.0], [-0.1, -0.1, 0.0], [-0.2, 0.3, 0.1], [0.0, -0.2, -0.4], [0.4, -0.1, -0.1], [-0.2, 0.1, 0.1], [0.0, 0.2, 0.0], [0.5, 0.1, 0.3], [0.1, 0.0, 0.2], [-0.3, 0.1, 0.1], [0.1, 0.0, -0.1], [0.0, 0.0, 0.0], [0.1, -0.1, -0.1], [-0.2, -0.2, 0.1]], "lowdin_charge": [-0.012, 0.132, -0.005, 0.091, 0.053, -0.276, 0.098, 0.082, 0.101, 0.084, -0.477, -0.049, 0.086, 0.092], "gap_ev": 11.106}

Entry 2:
{"formula": "C4H7NO2", "method": "wB97M-V/def2-TZVPD", "species": ["C", "C", "H", "C", "H", "H", "O", "H", "N", "H", "C", "H", "H", "O"], "coordinates": [[-1.260, -0.644, -0.358], [0.121, -1.252, -0.184], [-1.507, -0.731, -1.432], [0.254, 1.175, -0.227], [-1.804, 1.352, -0.268], [0.404, 1.445, -1.286], [0.431, -2.412, -0.183], [0.879, -0.113, 1.883], [-1.097, 0.731, 0.107], [1.592, -0.182, 1.671], [1.122, -0.060, -0.129], [0.565, 2.018, 0.396], [-2.023, -1.185, 0.209], [2.324, -0.142, -0.198]], "forces_ev_per_a": [[0.0, -0.2, 0.0], [0.1, -0.6, -0.2], [0.0, 0.0, 0.1], [0.2, 0.1, -0.2], [0.1, -0.1, 0.1], [-0.2, 0.3, 0.0], [-0.2, 0.6, 0.1], [0.2, 0.0, 0.9], [0.0, 0.1, -0.1], [-0.5, 0.0, 1.2], [0.7, 0.1, -1.0], [0.1, -0.2, -0.1], [0.2, 0.1, -0.1], [-0.7, 0.0, -0.7]], "lowdin_charge": [-0.134, -0.321, 0.136, -0.158, 0.115, 0.138, 0.141, 0.122, -0.062, 0.125, -0.433, 0.131, 0.129, 0.072], "gap_ev": 8.852}

Entry 3:
{"formula": "C4H7NO2", "method": "wB97M-V/def2-TZVPD", "species": ["H", "H", "C", "H", "O", "C", "N", "C", "H", "H", "C", "H", "O", "H"], "coordinates": [[-0.891, 1.208, 0.336], [-2.273, -0.961, -0.618], [-0.087, -1.659, -0.723], [0.154, 3.046, 0.772], [2.302, 1.073, -0.075], [-1.355, -1.063, -0.034], [1.925, 0.006, -0.530], [-0.578, 0.206, 0.103], [1.268, 2.015, 0.934], [-1.592, -1.542, 0.924], [0.578, -0.355, -0.324], [-0.228, -1.738, -1.806], [0.466, 2.363, 1.376], [0.310, -2.600, -0.335]], "forces_ev_per_a": [[0.1, -0.2, 0.2], [0.1, -0.2, -0.1], [0.1, -0.3, -0.1], [0.1, 0.1, 0.2], [-0.1, -0.5, -0.2], [-0.2, 0.0, -0.1], [0.0, 0.2, -0.1], [0.1, 0.0, -0.1], [-0.4, 0.1, 0.2], [0.0, 0.2, -0.2], [-0.2, 0.0, -0.1], [0.1, -0.1, 0.2], [0.3, 0.6, 0.2], [0.0, 0.1, 0.0]], "lowdin_charge": [0.094, 0.111, -0.114, 0.042, -0.029, -0.140, 0.027, 0.027, -0.007, 0.119, -0.248, 0.112, -0.099, 0.105], "gap_ev": [8.315, 8.314]}

Entry 4:
{"formula": "C4H7NO2", "method": "wB97M-V/def2-TZVPD", "species": ["O", "C", "C", "C", "H", "C", "H", "H", "O", "N", "H", "H", "H", "H"], "coordinates": [[2.328, -0.557, 0.804], [1.060, -0.036, 0.631], [-0.022, 1.349, -0.240], [0.197, -1.075, 0.010], [0.069, 1.317, -1.326], [-1.189, -0.599, -0.345], [0.044, 2.361, 0.190], [-1.907, -1.317, 0.060], [0.651, -2.174, -0.265], [-1.224, 0.740, 0.253], [0.818, 0.607, 1.450], [-1.798, 1.422, -0.270], [2.282, -1.491, 0.487], [-1.307, -0.545, -1.439]], "forces_ev_per_a": [[0.0, 0.7, -0.7], [-0.6, 0.6, -0.3], [2.2, -0.9, 0.4], [-0.3, -0.2, 0.3], [0.2, 0.1, -0.1], [-0.2, -0.1, -0.1], [0.7, -0.5, -0.2], [-0.1, 0.3, 0.0], [-0.3, 0.5, 0.1], [-0.1, 0.8, -1.0], [-0.5, -0.7, 1.0], [-1.2, -1.1, 0.8], [-0.1, 0.6, -0.2], [0.1, -0.3, 0.1]], "lowdin_charge": [0.001, -0.161, -0.101, -0.374, 0.090, -0.140, 0.106, 0.130, 0.079, -0.099, 0.115, 0.124, 0.098, 0.131], "gap_ev": 9.712}